1.
{
  "formula": "C72H90O36",
  "method": "ωB97M-V/def2-TZVPD",
  "species": ["C", "C", "O", "O", "H", "H", "H", "H", "H", "H", "C", "C", "O", "O", "H", "H", "H", "H", "H", "H", "C", "C", "O", "O", "H", "H", "H", "H", "H", "H", "C", "C", "O", "O", "H", "H", "H", "H", "H", "H", "C", "C", "O", "O", "H", "H", "H", "H", "H", "H", "C", "C", "O", "O", "H", "H", "H", "H", "H", "H", "C", "C", "O", "O", "H", "H", "H", "H", "H", "H", "C", "C", "O", "O", "H", "H", "H", "H", "H", "H", "C", "C", "O", "O", "H", "H", "H", "H", "H", "H", "C", "C", "C", "O", "C", "C", "C", "O", "H", "H", "H", "H", "C", "C", "C", "O", "C", "C", "C", "O", "H", "H", "H", "H", "C", "C", "C", "O", "C", "C", "C", "O", "H", "H", "H", "H", "C", "C", "C", "O", "C", "C", "C", "O", "H", "H", "H", "H", "C", "C", "C", "O", "C", "C", "C", "O", "H", "H", "H", "H", "C", "C", "C", "O", "C", "C", "C", "O", "H", "H", "H", "H", "C", "C", "C", "O", "C", "C", "C", "O", "H", "H", "H", "H", "C", "C", "C", "O", "C", "C", "C", "O", "H", "H", "H", "H", "C", "C", "C", "O", "C", "C", "C", "O", "H", "H", "H", "H"],
  "xyz": [[-2.67938, 2.74249, -5.79470], [-1.87366, 3.93410, -6.34748], [-2.39747, 5.10399, -5.81215], [-3.85308, 2.40842, -6.49703], [-3.00543, 2.85947, -4.76120], [-1.99101, 1.90064, -5.72026], [-1.93486, 3.87310, -7.43405], [-0.78988, 3.85634, -6.26094], [-3.01571, 5.53759, -6.40493], [-4.43926, 3.16738, -6.54154], [-3.37948, -0.46703, 2.70264], [-2.29945, -1.18417, 3.61292], [-2.27449, -2.56981, 3.12683], [-4.68932, -0.87523, 3.03997], [-3.22657, -0.83101, 1.68665], [-3.31857, 0.62124, 2.71127], [-2.48984, -1.29882, 4.68003], [-1.29891, -0.81240, 3.39201], [-3.17733, -2.84843, 3.29666], [-5.01953, -0.07964, 3.46373], [2.84917, 2.29235, 3.75683], [3.66668, 1.31905, 4.61132], [3.33084, -0.00147, 4.54315], [1.53039, 1.77705, 3.87000], [3.11168, 2.11133, 2.71452], [2.93171, 3.35185, 3.99919], [3.43946, 1.58548, 5.64354], [4.71871, 1.55987, 4.45845], [3.35715, -0.40075, 5.41577], [1.72101, 0.83635, 3.85070], [-4.66004, -1.06283, -5.14398], [-3.21482, -1.45152, -5.51894], [-2.34141, -0.32499, -5.27648], [-5.19131, -0.15811, -6.11185], [-4.71628, -0.57691, -4.16990], [-5.23352, -1.98976, -5.14913], [-3.10174, -1.75487, -6.55975], [-2.99314, -2.25215, -4.81326], [-2.50675, 0.11677, -4.44035], [-4.61803, 0.61149, -6.08612], [-2.92378, 5.25089, 1.13073], [-2.47118, 3.81142, 1.63756], [-3.61403, 2.97736, 1.84927], [-2.85571, 5.13344, -0.29410], [-2.19931, 5.92282, 1.59090], [-3.92866, 5.55938, 1.41913], [-1.99319, 3.96879, 2.60443], [-1.75352, 3.29145, 1.00297], [-3.64495, 2.27020, 1.20077], [-3.63586, 4.64299, -0.56319], [0.50511, -4.02404, 2.29528], [1.26162, -4.53091, 3.55529], [0.99610, -5.89278, 3.72731], [1.11360, -4.35397, 0.98005], [0.38327, -2.94127, 2.32461], [-0.44798, -4.55288, 2.28881], [0.92479, -4.02467, 4.45993], [2.30222, -4.20757, 3.52885], [0.08701, -5.93888, 4.03230], [1.97610, -3.93242, 0.97913], [4.66614, -2.23760, 7.12126], [3.97379, -3.09418, 6.06844], [4.75712, -2.93391, 4.95133], [4.37727, -0.86457, 6.88989], [5.73970, -2.42585, 7.13325], [4.19660, -2.57826, 8.04408], [2.92879, -2.80200, 5.96493], [3.92423, -4.17449, 6.20471], [4.90185, -1.98708, 4.88662], [5.15472, -0.31669, 7.02019], [0.97208, 5.78556, -4.82276], [2.09909, 6.82461, -4.90925], [2.48390, 7.07970, -3.60982], [-0.14759, 6.22456, -4.03254], [1.31096, 4.83435, -4.41231], [0.80900, 5.60819, -5.88580], [1.79168, 7.77027, -5.35570], [2.93998, 6.36378, -5.42755], [1.61239, 7.14232, -3.21216], [-0.94388, 5.83298, -4.39885], [2.08036, 1.40014, -4.31426], [3.47894, 2.05686, -4.02041], [4.10679, 2.54293, -5.23504], [2.14795, 0.39766, -5.37673], [1.43325, 2.25699, -4.50180], [1.70053, 0.90677, -3.41961], [4.19467, 1.37954, -3.55450], [3.23001, 2.86619, -3.33403], [4.39667, 1.78127, -5.74244], [1.30513, -0.01689, -5.57520], [6.34849, 0.23862, 2.42176], [5.20955, 0.20965, 1.66993], [5.05240, 1.04425, 0.45266], [3.97057, 0.91905, -0.16793], [6.25841, 1.88137, 0.19567], [7.32547, 1.95742, 0.99872], [7.51621, 1.14949, 2.21628], [8.45896, 1.18715, 3.07933], [6.39838, -0.48878, 3.21849], [4.44246, -0.51540, 1.89856], [6.20472, 2.45218, -0.71959], [8.16346, 2.61375, 0.81597], [-8.02976, -4.14522, 2.00117], [-6.89991, -4.26128, 2.79400], [-5.58174, -3.89309, 2.28532], [-4.59384, -3.97382, 2.99982], [-5.52217, -3.31559, 0.89804], [-6.65982, -3.24470, 0.15322], [-8.01516, -3.67973, 0.60495], [-9.02303, -3.57165, -0.04053], [-8.92414, -4.53879, 2.46114], [-7.04599, -4.53844, 3.82756], [-4.60456, -2.86663, 0.54756], [-6.56460, -2.70816, -0.77923], [-6.68058, 2.09166, -0.76975], [-7.66733, 2.77820, -1.34135], [-7.73483, 3.05462, -2.75099], [-8.68712, 3.60275, -3.32844], [-6.48893, 2.57698, -3.46746], [-5.47312, 1.98614, -2.79778], [-5.60264, 1.49808, -1.45602], [-4.72905, 0.84012, -0.88079], [-6.80177, 2.00529, 0.29995], [-8.46530, 3.22313, -0.76543], [-6.37470, 2.93417, -4.48026], [-4.54884, 1.84805, -3.33909], [-0.57511, 0.51381, 7.16849], [-0.14180, -0.61692, 6.55569], [-0.12493, -1.90051, 7.17702], [0.09641, -2.91575, 6.57473], [-0.25153, -1.74856, 8.70663], [-0.64069, -0.60532, 9.34204], [-0.86909, 0.62433, 8.62124], [-1.27584, 1.61631, 9.19267], [-0.58581, 1.41432, 6.57237], [0.22226, -0.55744, 5.54064], [-0.23089, -2.61374, 9.35273], [-0.78084, -0.60710, 10.41290], [-2.10290, -5.46599, -0.55901], [-0.94246, -6.17270, -0.58717], [-0.52589, -7.01280, -1.70151], [0.54323, -7.58820, -1.60335], [-1.59058, -7.16591, -2.73462], [-2.70243, -6.49328, -2.68430], [-3.06930, -5.47855, -1.67956], [-4.04947, -4.73730, -1.72131], [-2.43631, -4.90334, 0.30044], [-0.37785, -6.23877, 0.33112], [-1.47204, -7.94813, -3.46979], [-3.43596, -6.80200, -3.41438], [5.31638, -1.99184, -1.21986], [6.43148, -1.97140, -0.48581], [7.65231, -1.22576, -0.83982], [8.73333, -1.11876, -0.20137], [7.43512, -0.33713, -1.92204], [6.30954, -0.41315, -2.70405], [5.16205, -1.29393, -2.43929], [4.20453, -1.36184, -3.22616], [4.38256, -2.40941, -0.87341], [6.40265, -2.51263, 0.44834], [8.24198, 0.33649, -2.17026], [6.12314, 0.34208, -3.45323], [0.27282, 1.07785, 0.62870], [-0.36433, 1.47579, -0.51643], [-1.18285, 0.62927, -1.41264], [-1.75457, 1.05876, -2.43146], [-1.21943, -0.76208, -0.85256], [-0.51014, -1.10493, 0.26712], [0.42836, -0.29709, 1.00822], [1.24094, -0.70685, 1.76647], [0.65755, 1.83363, 1.29743], [-0.40369, 2.53882, -0.70303], [-1.88860, -1.42592, -1.37974], [-0.58906, -2.15183, 0.52046], [2.65751, 5.46522, 2.13357], [3.60812, 5.06592, 1.28241], [3.31727, 4.65471, -0.11571], [4.20220, 4.13484, -0.78950], [1.90671, 4.80987, -0.44567], [0.92953, 5.19148, 0.34950], [1.22279, 5.50860, 1.75868], [0.36496, 5.82707, 2.57370], [2.90329, 5.95076, 3.06644], [4.66672, 5.17418, 1.46694], [1.55926, 4.44468, -1.40082], [-0.09900, 5.16258, 0.02136], [0.33885, -3.54295, -4.91429], [1.47480, -4.21702, -5.12737], [2.42134, -4.63525, -4.15633], [3.58561, -5.02246, -4.42252], [1.95779, -4.36932, -2.77312], [0.77876, -3.71743, -2.52072], [-0.15150, -3.32142, -3.53658], [-1.31650, -2.90829, -3.36728], [-0.26643, -3.15631, -5.72085], [1.79097, -4.42023, -6.13987], [2.55878, -4.52319, -1.88907], [0.56551, -3.39043, -1.51374]],
  "homo_ha": -0.352,
  "lumo_energy_ev": -2.442
}

***

2.
{
  "formula": "C19H23N4O6",
  "method": "ωB97M-V/def2-TZVPD",
  "species": ["O", "O", "O", "O", "O", "N", "O", "C", "C", "C", "C", "C", "C", "C", "C", "C", "C", "C", "C", "C", "N", "N", "N", "C", "C", "C", "C", "C", "C", "H", "H", "H", "H", "H", "H", "H", "H", "H", "H", "H", "H", "H", "H", "H", "H", "H", "H", "H", "H", "H", "H", "H"],
  "xyz": [[-3.88946, -1.08921, 0.97447], [6.40434, -4.42813, -0.52068], [3.55618, 1.20741, -0.53354], [7.34308, -0.45646, 0.67741], [2.93412, 1.26439, 1.60305], [-0.14179, 2.64578, 0.43198], [-8.09083, -1.13729, 0.26965], [-4.57377, -0.11899, 0.68858], [6.19289, -3.25457, -0.79448], [3.45118, 0.70839, 0.61294], [6.35857, -0.11412, 0.02392], [-6.83069, 0.59043, -0.41309], [-5.99550, -0.29793, 0.38033], [-8.07357, 0.02668, -0.44651], [-6.82429, -1.32632, 0.76634], [-0.35982, 1.44616, 0.99148], [-1.16540, 3.31573, -0.09149], [-1.64060, 0.88964, 1.04929], [-2.46590, 2.81802, -0.06389], [-2.72563, 1.57952, 0.50941], [-4.05247, 1.14656, 0.49517], [6.29703, 1.08325, -0.56907], [5.47512, -2.48676, 0.02003], [6.73323, -2.68244, -2.08925], [-9.26942, 0.57315, -1.16170], [-6.53179, -2.51861, 1.63065], [7.33270, 2.11021, -0.50927], [4.01540, -0.69956, 0.83032], [5.14453, -1.06014, -0.15045], [-6.53809, 1.50942, -0.91111], [0.47209, 0.89376, 1.41436], [-0.97749, 4.28168, -0.54984], [-1.74511, -0.07887, 1.52088], [-3.25428, 3.41189, -0.50556], [-4.73374, 1.82924, 0.19639], [5.38009, 1.34461, -0.93492], [5.19045, -2.91861, 0.88237], [7.23187, -3.47552, -2.64301], [5.91165, -2.28290, -2.67882], [7.44763, -1.89530, -1.85636], [-9.62504, -0.15384, -1.89739], [-10.07137, 0.77022, -0.44488], [-9.02142, 1.50473, -1.67823], [-6.40020, -3.40479, 1.00381], [-7.36619, -2.69218, 2.31542], [-5.62871, -2.37231, 2.22720], [8.32039, 1.64643, -0.51304], [7.21347, 2.68666, 0.40913], [7.23913, 2.77669, -1.36662], [3.19974, -1.41448, 0.70571], [4.39004, -0.78788, 1.85219], [4.75763, -0.91345, -1.15928]],
  "e_above_lowest_kj_mol": 0.0,
  "homo_ha": -0.182,
  "total_charge": -1,
  "lumo_energy_ev": 1.938
}

***

3.
{
  "formula": "C10H6Cl2GaGdN2O3S",
  "method": "ωB97M-V/def2-TZVPD",
  "species": ["Ga", "Gd", "Cl", "Cl", "C", "C", "C", "O", "O", "O", "N", "C", "N", "C", "C", "C", "C", "C", "C", "S", "H", "H", "H", "H", "H", "H"],
  "xyz": [[0.79417, -0.01960, -5.76290], [0.32022, 0.55455, -1.24336], [-0.41468, -1.40602, -2.81931], [-1.25070, 2.38782, -1.67899], [1.93907, 2.34607, -0.37017], [0.70627, -1.90008, -5.66518], [0.74415, 1.78454, -6.28284], [2.51611, 3.24141, 0.08158], [0.64698, -3.07451, -5.63960], [0.71762, 2.88705, -6.67240], [0.96247, -2.65628, -0.15561], [0.42661, -1.91334, 0.84619], [0.09534, -0.61558, 0.67443], [-0.37829, -0.02174, 1.86420], [-0.78201, 1.31286, 1.99549], [-1.26884, 1.72080, 3.24885], [-1.36194, 0.80185, 4.30478], [-0.93120, -0.52479, 4.15883], [-0.41346, -0.92183, 2.93169], [0.22248, -2.51405, 2.45005], [1.16166, -3.62125, 0.11523], [0.65480, -2.47175, -1.12478], [-0.71753, 1.99792, 1.13454], [-1.59245, 2.75776, 3.39761], [-1.79038, 1.12388, 5.25530], [-1.00646, -1.25569, 4.95640]],
  "s_squared": 15.9270,
  "homo_ha": [-0.785, -0.785],
  "total_charge": 4,
  "spin_multiplicity": 8,
  "lumo_energy_ev": [-16.707, -16.563]
}

***

Number 1 is which compound?
C72H90O36

***

Which formula does entry 1 have?
C72H90O36

***

Number 2 is which compound?
C19H23N4O6